C37H31Br3N6O12 | ωB97M-V/def2-TZVPD

Geometry as XYZ:
```
89
Properties=species:S:1:pos:R:3:forces:R:3
C 4.73622 -2.57772 2.82246 -0.725 0.439 -0.881
C 4.71630 -3.59934 1.86356 1.828 -0.431 0.545
C 5.88773 -4.36445 1.71410 -0.225 0.005 0.200
C 7.02563 -4.05939 2.43699 -1.668 1.508 -0.029
C 7.03433 -2.91648 3.27809 0.477 -1.125 0.881
C 5.86684 -2.20926 3.56456 -0.011 -1.477 -1.411
N 8.17776 -4.89845 2.20737 1.760 -0.992 0.721
O 8.07405 -6.11497 2.08750 -1.088 0.708 -0.198
O 9.26820 -4.36491 2.22103 0.094 0.776 -0.032
H 3.85521 -1.95494 2.87110 -0.195 -0.038 0.365
H 3.90129 -3.88869 1.21669 -0.398 0.488 0.295
H 5.96798 -5.20997 1.04697 -0.309 -0.050 -0.127
H 7.91450 -2.73592 3.87735 0.259 0.155 -0.197
H 5.80302 -1.43944 4.31935 0.212 0.074 -0.137
C 2.14467 5.20321 0.62147 0.551 -0.734 0.830
C 0.91161 4.54102 0.69530 1.590 -0.191 0.063
C 0.71603 3.54310 1.65099 0.388 0.350 0.988
C 1.71891 3.28972 2.65412 -1.301 0.100 -1.912
C 2.94794 3.93939 2.53881 0.237 -0.709 -0.436
C 3.18918 4.85501 1.50723 -1.526 0.240 -0.095
N 1.49497 2.19364 3.67664 -0.007 0.807 0.878
O 0.37038 1.74079 3.85903 0.907 0.584 -0.827
O 2.45865 1.90050 4.37616 -0.389 0.028 -0.754
H 2.31717 5.90754 -0.17888 0.072 0.101 0.008
H 0.24582 4.73176 -0.13340 -0.554 -0.192 0.327
H -0.23706 3.04099 1.57404 0.115 -0.422 0.561
H 3.80226 3.56479 3.08307 -0.153 0.198 0.521
H 4.16424 5.30624 1.39740 0.050 -0.046 0.053
C -6.13372 0.95702 -1.79018 -0.051 1.187 -1.475
C -5.95337 0.19118 -0.68441 1.251 -0.007 1.586
C -4.78076 0.32554 0.13535 0.333 0.073 -1.977
C -3.75942 1.23881 -0.28259 -2.624 -0.961 -0.590
C -3.98626 1.99157 -1.48580 -0.208 -0.364 0.321
C -5.16676 1.84688 -2.25320 1.302 -0.294 1.875
N -2.47418 1.35888 0.45757 -0.103 -1.843 0.263
O -1.76210 2.21388 0.00060 1.023 0.911 0.227
O -2.13622 0.56471 1.35815 -1.202 1.481 -1.675
H -7.03960 0.92114 -2.37710 -0.220 -0.397 0.091
H -6.74663 -0.50922 -0.46859 0.225 -0.184 0.500
H -4.61233 -0.44028 0.87802 0.117 0.453 0.525
H -3.24678 2.68558 -1.85716 0.199 -0.045 0.248
H -5.31706 2.43090 -3.14915 0.096 0.023 0.013
C -0.08398 -1.29819 6.58650 -1.373 0.526 0.798
C -0.21435 -1.09527 5.24118 0.416 0.003 -0.486
C -1.44542 -0.98468 4.63570 -1.293 -0.053 -0.873
C -2.63792 -1.03995 5.35470 0.509 0.000 1.233
C -2.54263 -1.08652 6.78493 0.609 0.125 -1.281
C -1.27073 -1.23351 7.36271 0.050 -0.536 -0.608
N -3.98976 -0.91398 4.70333 -1.462 2.877 -0.986
O -4.97944 -0.89346 5.49697 2.675 -0.571 -2.715
O -4.04440 -0.55263 3.45071 0.175 -1.975 4.620
H 0.89553 -1.36390 7.03667 -0.062 -0.159 0.166
H 0.64317 -0.97955 4.59490 0.176 -0.093 0.121
H -1.44610 -0.82540 3.56751 -0.327 -0.017 -0.130
H -3.41540 -0.89714 7.39223 -0.054 -0.420 0.002
H -1.19443 -1.39355 8.42806 -0.096 0.308 0.139
C -2.73210 3.80188 -5.88288 -0.529 -1.161 0.499
C -1.58369 4.47327 -5.50412 -1.238 0.725 -1.527
C -0.67696 3.94705 -4.64716 1.276 0.527 2.162
C -0.87466 2.71054 -4.00777 -0.484 0.151 -1.463
C -1.95450 1.99282 -4.47126 -1.588 -0.609 -0.400
C -2.93304 2.54162 -5.37479 1.483 -0.562 1.026
N 0.02173 2.13807 -2.94270 0.254 1.950 -0.437
O 1.05853 2.79250 -2.69205 -1.822 -1.650 -0.173
O -0.39895 1.15614 -2.36575 0.653 0.563 -0.151
H -3.50956 4.21048 -6.51137 0.255 0.347 -0.187
H -1.53994 5.43775 -5.98813 0.895 0.342 0.473
H 0.08502 4.61798 -4.27886 0.467 -0.220 -0.136
H -2.12802 0.97973 -4.13970 0.050 -0.055 0.244
H -3.80691 1.97373 -5.65806 0.103 -0.261 0.103
C 0.16072 -4.31949 -3.60716 -0.065 -0.153 0.895
C -0.74183 -5.06541 -4.30566 -2.055 -0.152 -1.546
C -1.59543 -4.48442 -5.27194 0.282 0.118 0.599
C -1.52007 -3.12040 -5.46785 0.175 -0.357 0.161
C -0.60515 -2.35830 -4.75120 1.348 0.106 -0.407
C 0.25038 -2.94953 -3.80801 -0.548 -0.028 -0.968
N -2.44806 -2.50008 -6.44335 -0.996 1.713 -0.358
O -3.25811 -3.19050 -7.03536 0.739 -0.433 0.389
O -2.44948 -1.26679 -6.57117 0.735 -1.260 0.514
H 0.69206 -4.86911 -2.84427 0.500 0.379 0.094
H -0.95154 -6.10591 -4.10621 0.521 -0.154 0.135
H -2.33535 -5.03740 -5.83151 0.067 -0.210 0.106
H -0.32539 -1.38315 -5.12164 -0.616 0.433 0.356
H 1.01138 -2.35804 -3.32077 -0.138 0.010 0.012
C 1.72385 0.44100 0.18741 1.264 -0.389 0.245
Br 1.44133 -0.66386 1.78865 -0.210 0.427 -0.748
Br 1.87704 -0.62260 -1.39614 -0.118 -0.442 0.019
Br 3.51241 1.29906 0.37320 -1.024 0.009 0.027
H 0.90126 1.13879 0.03078 0.295 0.092 0.311
```
Forces are in eV/Å.

Computed properties:
Gap between HOMO and LUMO (Ha): 0.321
LUMO level (Ha): -0.0369
HOMO energy (hartree): -0.3584

These are the Löwdin partial charges, in e, on atoms 1 to 2: C -0.08; C -0.04

***

C37H31Cl2MnN4O4 | ωB97M-V/def2-TZVPD

Geometry as XYZ:
```
79
Properties=species:S:1:pos:R:3:forces:R:3
Mn -0.75597 0.27075 0.58091 -0.046 0.569 0.799
C -0.64388 -3.85202 -1.10278 0.011 -0.075 0.107
C -1.72822 -3.65360 -0.07972 0.064 0.035 -0.073
C -2.77741 -4.56397 -0.00116 -0.023 -0.061 -0.047
C -3.82690 -4.37988 0.88088 0.001 -0.009 0.023
C -3.86927 -3.23323 1.65951 -0.064 -0.007 -0.085
C -2.83997 -2.30450 1.61024 0.089 0.084 0.109
C -2.91471 -1.04929 2.43798 -0.003 -0.236 0.040
C -1.73175 -2.55390 0.78780 0.091 0.010 0.108
N -0.62486 -1.64758 0.80634 -0.221 -0.232 -0.089
C 0.64178 -2.13907 1.02208 -0.251 0.302 -0.083
O 0.96547 -3.26134 1.32600 0.081 -0.262 0.145
C 1.67611 -1.06453 0.77070 -0.252 -0.082 -0.089
C 3.03197 -1.14099 0.98924 0.254 -0.069 0.038
C 3.80050 -0.02029 0.69838 -0.036 0.012 -0.027
C 3.20812 1.15063 0.22418 0.248 0.011 -0.016
C 1.84849 1.14886 0.03522 -0.215 -0.007 -0.166
N 1.14814 0.04494 0.27798 0.362 0.043 0.033
C 0.97304 2.29484 -0.42575 -0.161 -0.194 0.036
O 1.43819 3.31629 -0.87712 0.062 0.251 -0.052
N -0.33778 1.94967 -0.26693 -0.024 0.009 -0.061
C -1.43869 2.80524 -0.51131 0.056 -0.006 -0.043
C -1.55066 4.07696 0.06402 0.019 0.038 0.110
C -0.53472 4.59145 1.04520 0.027 -0.074 -0.115
C -2.67422 4.83647 -0.24921 -0.014 0.052 0.006
C -3.67596 4.34641 -1.07014 -0.001 -0.025 0.007
C -3.58485 3.05660 -1.57332 -0.085 0.018 0.028
C -2.47912 2.27223 -1.28764 0.012 -0.101 -0.057
C -2.39574 0.85487 -1.81143 0.090 0.311 -0.058
H -1.02143 -4.43295 -1.94309 -0.009 0.005 -0.012
H 0.21032 -4.37906 -0.67437 -0.015 0.018 -0.005
H -0.28003 -2.89380 -1.47840 0.007 -0.006 -0.026
H -2.76770 -5.43004 -0.65534 0.014 0.047 0.038
H -4.61640 -5.11842 0.95257 0.003 0.060 -0.047
H -4.71604 -3.05062 2.31226 0.060 -0.004 -0.004
H -3.86492 -0.98798 2.96566 -0.005 -0.039 0.034
H -2.86662 -0.14739 1.82109 -0.028 0.151 -0.052
H -2.10510 -0.99093 3.16475 0.055 0.042 0.006
H 3.45071 -2.05059 1.39705 0.008 0.009 -0.046
H 4.87216 -0.05216 0.84472 -0.009 0.010 0.056
H 3.77428 2.04713 0.01222 -0.001 -0.024 -0.007
H -0.24881 3.79214 1.73323 -0.012 0.036 -0.001
H -0.94882 5.42003 1.61891 0.004 -0.026 -0.001
H 0.36916 4.92965 0.53700 -0.012 0.002 -0.002
H -2.76907 5.82889 0.17941 0.011 -0.065 -0.012
H -4.54413 4.95490 -1.29265 0.048 -0.013 -0.001
H -4.38326 2.65401 -2.18719 0.040 0.010 0.034
H -3.28109 0.60481 -2.39070 -0.039 -0.019 -0.021
H -2.37363 0.09857 -1.01357 -0.063 -0.197 0.120
H -1.51589 0.70636 -2.43726 0.040 -0.038 0.003
Cl 0.33882 -3.02410 5.08653 -0.015 -0.028 -0.023
C 0.69136 -2.58890 6.72820 -0.039 0.071 0.017
C 0.98810 -3.58713 7.63794 -0.002 -0.054 -0.020
C 1.27016 -3.25304 8.95169 0.011 -0.038 0.048
C 1.28302 -1.92357 9.33786 0.016 0.005 0.076
C 1.00114 -0.93209 8.41348 0.013 -0.069 -0.027
Cl 1.12173 0.72119 8.91534 -0.025 0.034 -0.008
C 0.66847 -1.23331 7.08728 -0.105 0.014 -0.058
N 0.38472 -0.24530 6.14672 0.028 0.140 0.215
C -0.69036 0.65952 6.26466 0.012 -0.256 -0.006
C -1.71444 0.48232 7.19272 0.019 -0.070 0.043
C -2.78491 1.36088 7.23563 0.017 0.003 -0.023
C -2.86042 2.41804 6.33938 -0.014 0.017 0.002
C -1.84434 2.59032 5.41135 0.083 0.065 0.022
C -0.74679 1.73932 5.37697 0.026 0.050 -0.075
C 0.34918 1.90696 4.35191 -0.176 -0.006 -0.079
C 0.09869 0.90912 3.23049 -0.140 -0.167 0.147
O 0.70444 -0.16825 3.23466 -0.124 0.272 -0.253
O -0.81643 1.24648 2.37670 0.237 -0.338 -0.510
H 0.97982 -4.61915 7.31234 0.012 0.049 0.000
H 1.49046 -4.02985 9.67318 0.000 0.043 -0.033
H 1.53490 -1.64205 10.35220 -0.030 0.004 -0.047
H 0.63100 -0.48091 5.19172 0.013 -0.043 -0.064
H -1.67913 -0.36424 7.86902 0.004 0.044 -0.010
H -3.57417 1.20417 7.96083 0.031 0.007 -0.004
H -3.70007 3.10233 6.36330 0.038 -0.044 -0.007
H -1.88898 3.40872 4.69985 0.000 -0.036 0.035
H 1.31886 1.66917 4.78721 0.012 0.087 0.050
H 0.35756 2.92260 3.95664 -0.071 -0.017 0.012
```
Forces are in eV/Å.

Computed properties:
Multiplicity: 5
Gap between HOMO and LUMO (spin up / spin down) (Ha): 0.210 / 0.243
LUMO level (spin up / spin down) (Ha): -0.0726 / -0.0396
HOMO energy (spin up / spin down) (hartree): -0.2831 / -0.2831

These are the Löwdin partial charges, in e, on atoms 1 to 2: Mn 1.06; C -0.04

***

C37H31Cl3FeGeP2Si | ωB97M-V/def2-TZVPD

Geometry as XYZ:
```
76
Properties=species:S:1:pos:R:3:forces:R:3
Fe 0.11073 1.10076 0.44924 -0.612 0.071 0.188
C 0.21975 -2.75811 1.02413 0.023 0.344 0.052
Si 0.01632 -0.95021 1.51809 -0.002 -0.460 0.337
C -1.56928 -0.93482 2.53174 0.103 -0.078 -0.083
C -1.86407 -1.61176 3.71067 0.034 0.041 0.040
C -3.16140 -1.61265 4.20445 -0.022 -0.003 0.038
C -4.18397 -0.97660 3.51120 -0.008 0.002 0.003
C -3.92168 -0.33728 2.30843 0.067 -0.023 -0.005
C -2.61539 -0.32189 1.83329 -0.009 -0.009 -0.063
P -2.06653 0.34836 0.24805 0.442 -0.007 -0.522
C -3.29038 1.56148 -0.30891 0.049 0.019 -0.079
C -3.67158 1.59546 -1.65161 0.049 -0.043 0.055
C -4.58778 2.53619 -2.08995 -0.027 0.037 0.014
C -5.13276 3.44571 -1.19408 0.004 -0.015 -0.040
C -4.75744 3.41501 0.13961 0.017 0.017 0.050
C -3.83320 2.48314 0.58454 0.025 0.001 0.009
C -2.14333 -1.01029 -0.96433 -0.253 -0.004 0.162
C -2.98395 -2.10305 -0.76716 -0.011 0.035 0.040
C -3.01266 -3.13788 -1.69029 -0.005 0.011 -0.014
C -2.21535 -3.07732 -2.82360 0.007 0.005 -0.005
C -1.38635 -1.98281 -3.03285 0.008 -0.004 -0.027
C -1.34239 -0.95567 -2.10377 0.010 0.004 0.023
C 1.46723 0.04652 2.18573 0.019 -0.150 -0.103
C 1.62204 0.42987 3.52793 -0.135 -0.010 -0.025
C 2.53458 1.39522 3.88736 -0.008 0.013 0.054
C 3.28445 2.06040 2.91450 0.009 0.047 0.024
C 3.15094 1.72599 1.58714 -0.074 -0.044 -0.122
C 2.26645 0.69743 1.20910 0.294 0.009 0.275
P 1.97589 0.18610 -0.50093 -0.243 0.370 -0.300
C 2.62267 -1.48417 -0.71815 0.124 -0.008 0.127
C 2.33115 -2.15270 -1.90439 -0.037 -0.025 0.008
C 2.84120 -3.42226 -2.12397 -0.061 0.034 -0.018
C 3.64121 -4.02421 -1.16260 0.037 -0.015 0.040
C 3.94199 -3.35422 0.01525 0.013 -0.038 -0.018
C 3.43728 -2.08252 0.23974 -0.057 0.010 -0.037
C 3.05223 1.16527 -1.57818 -0.067 -0.060 -0.066
C 4.43872 1.08022 -1.43356 -0.007 -0.014 0.024
C 5.26967 1.78875 -2.28284 0.019 -0.017 0.018
C 4.72402 2.56390 -3.29871 -0.036 0.009 -0.023
C 3.34992 2.62420 -3.46774 0.030 0.026 -0.035
C 2.51201 1.92632 -2.61006 0.013 -0.035 0.013
H 0.67807 -3.26328 1.88008 -0.009 -0.004 0.024
H 0.82075 -2.97805 0.14941 0.001 0.046 -0.062
H -0.77945 -3.17280 0.88738 -0.018 0.018 -0.011
H -1.08699 -2.13464 4.25565 0.006 0.003 0.024
H -3.38152 -2.11642 5.13634 0.002 -0.005 0.008
H -5.19087 -0.98861 3.90646 -0.005 -0.002 -0.003
H -4.71903 0.13898 1.75307 -0.011 0.010 -0.009
H -3.26310 0.88217 -2.35498 -0.005 0.004 -0.007
H -4.87997 2.55698 -3.13122 0.003 -0.006 -0.003
H -5.84921 4.17983 -1.53758 -0.005 0.003 0.000
H -5.17263 4.12806 0.83913 -0.002 0.001 -0.002
H -3.53549 2.48344 1.62424 0.016 -0.008 0.006
H -3.60990 -2.14896 0.11630 -0.001 -0.022 -0.016
H -3.66255 -3.98708 -1.52755 -0.002 -0.006 0.004
H -2.24349 -3.88051 -3.54759 0.006 -0.007 -0.006
H -0.77487 -1.92784 -3.92453 -0.002 -0.010 -0.006
H -0.69171 -0.10385 -2.26919 0.009 0.006 0.023
H 0.99860 -0.02379 4.28835 0.009 -0.025 0.010
H 2.65585 1.66079 4.92915 -0.006 0.002 0.010
H 3.96979 2.84439 3.20762 0.009 0.006 -0.010
H 3.71866 2.24996 0.82916 0.025 -0.010 0.017
H 1.69520 -1.68890 -2.64986 0.023 0.009 -0.011
H 2.60950 -3.94423 -3.04269 0.006 -0.002 -0.005
H 4.03422 -5.01716 -1.33443 0.006 -0.006 0.004
H 4.57143 -3.82140 0.76081 0.004 -0.009 -0.001
H 3.66310 -1.56738 1.16535 0.016 0.010 -0.007
H 4.86769 0.45272 -0.66091 0.010 -0.005 0.009
H 6.34292 1.72854 -2.16242 0.004 -0.004 0.007
H 5.37469 3.11280 -3.96598 0.006 0.005 -0.007
H 2.92592 3.21432 -4.26875 -0.002 0.007 -0.006
H 1.44150 1.97741 -2.74709 -0.008 0.000 0.011
Cl -0.07540 3.09216 -0.86767 0.056 -0.175 0.169
Ge 0.09069 4.38621 1.16773 -0.019 0.014 0.013
Cl -1.82002 5.42872 0.92791 -0.007 -0.016 0.030
Cl -0.79333 2.36150 2.24579 0.167 0.136 -0.207
```
Forces are in eV/Å.

Computed properties:
Multiplicity: 2
Total charge: +1
Gap between HOMO and LUMO (spin up / spin down) (Ha): 0.299 / 0.308
LUMO level (spin up / spin down) (Ha): -0.1181 / -0.1098
HOMO energy (spin up / spin down) (hartree): -0.4171 / -0.4175

These are the Löwdin partial charges, in e, on atoms 1 to 2: Fe -0.30; C -0.13